(1)
# C6H16N

An isolated ion of composition C6H16N and charge +2 (ωB97M-V/def2-TZVPD, the OMol25 dataset).

The geometry in XYZ format:
```
23
Properties=species:S:1:pos:R:3:mulliken_spin:R:1
H -1.332 -3.392 0.246 0.00
N 1.595 1.570 1.326 0.00
C 0.173 2.404 -0.643 0.00
H -0.888 2.424 -0.954 0.00
H 2.447 2.039 0.983 0.00
H -1.161 -1.797 -2.063 -0.01
C -1.108 -0.576 -0.322 0.21
H 1.315 2.400 1.876 0.00
C -0.371 0.194 0.798 0.01
C -0.564 -1.704 -1.133 0.11
H 0.101 -0.573 1.394 0.02
C -0.469 -2.906 -0.195 0.23
H -1.136 0.620 1.454 0.00
H -1.742 0.049 -1.055 0.19
H 0.170 3.225 0.089 0.00
H -0.058 -3.769 -0.770 0.08
H 1.846 0.749 1.876 0.00
H -2.136 -0.883 0.023 0.13
H 0.735 2.532 -1.571 0.00
H 0.344 -2.842 0.534 -0.01
H 1.160 0.560 -0.530 0.00
H 0.488 -1.534 -1.545 0.02
C 0.591 1.209 0.182 0.02
```

ΔE to the lowest compared entry with this formula, charge and spin = 3.071 eV
2S+1 = 2
Frontier orbital gap (alpha / beta) = 0.501 / 0.238 Ha
M = 102.20 g mol⁻¹
F_max = 3.8 eV/Å
Total charge = +2


(2)
# C26H33BCl12IN6O5S2

A 5-piece molecular cluster, C26H33BCl12IN6O5S2 overall (ωB97M-V/def2-TZVPD, the OMol25 dataset).

The geometry in XYZ format:
```
86
Properties=species:S:1:pos:R:3:mulliken_charge:R:1
C -0.301 -2.557 -5.630 0.10
C 2.841 -1.498 1.868 0.98
C 2.046 -3.765 1.610 -1.00
H 3.271 0.592 1.749 0.56
Cl -0.082 -0.065 9.632 -0.12
O -1.265 -1.143 0.014 -0.60
H 0.424 0.040 2.383 -0.21
O -2.537 0.658 0.930 -0.49
C 0.551 -1.466 5.794 -0.08
H 0.642 3.538 -0.040 0.62
C -4.323 -0.458 5.979 -0.11
C 3.145 1.667 -4.553 0.44
H -1.586 -1.312 -0.885 0.30
Cl 1.505 -0.137 6.442 -0.12
Cl -3.110 -1.361 6.887 -0.09
H 1.908 2.066 -6.252 0.31
H 2.562 0.084 3.307 0.41
H -0.080 -1.857 6.582 0.34
I -0.099 4.896 -2.224 0.15
H 1.344 2.675 -3.267 0.47
O 3.031 1.462 -3.190 -0.33
H 0.826 -2.191 2.297 0.53
Cl -2.462 0.967 10.938 -0.12
Cl -4.604 -1.202 4.403 -0.11
H -2.433 -2.851 -5.810 0.33
H 4.899 -1.142 1.359 0.47
Cl -1.970 -2.296 -8.053 -0.22
H -0.419 -2.720 -6.708 0.36
C 1.044 -0.062 -2.227 -2.83
Cl -1.922 1.614 8.160 -0.05
H -0.660 2.168 10.056 0.34
C 2.098 -1.067 -1.785 0.54
C -1.534 1.646 -3.047 0.59
Cl 1.599 -2.762 5.222 -0.08
C -3.789 0.165 0.420 -0.78
H 0.994 0.039 -3.307 1.10
C -2.820 3.757 -0.478 -0.95
N -1.368 1.416 -1.853 -0.74
H -1.517 3.141 1.089 0.18
S 1.950 -2.687 -2.603 -0.38
C 1.823 -2.440 1.958 0.10
Cl -3.847 1.233 5.785 -0.13
Cl -3.490 -0.757 -6.114 -0.11
N -1.198 -2.202 -4.784 -0.35
C 4.320 -3.202 1.083 -0.70
C 2.528 -0.044 2.225 -1.60
C 1.160 1.338 -1.585 3.10
H 1.219 -4.459 1.670 0.47
H 2.805 1.016 -0.234 0.60
C 0.619 -2.486 -3.719 0.45
H 2.010 -1.241 -0.712 -0.69
C 4.103 -1.874 1.430 -0.44
C 0.950 0.905 0.629 -0.37
C -0.237 3.415 -0.669 -0.80
C -3.026 -2.378 -6.622 0.38
N 1.850 1.342 -0.282 -0.43
H 2.479 3.039 -2.002 0.65
H 5.294 -3.504 0.717 0.41
H 3.105 -0.693 -1.976 0.57
O 4.170 2.067 -5.008 -0.53
H -3.548 4.138 0.242 0.38
C -1.211 1.291 9.743 -0.05
C 1.985 1.321 -5.464 -0.36
H -5.249 -0.488 6.539 0.42
Cl -4.455 -3.359 -6.944 -0.15
H 2.135 0.341 -5.914 0.23
H -2.886 4.407 -1.351 0.32
N 1.180 0.303 1.764 0.15
H -1.266 4.790 0.567 0.58
C 2.014 2.210 -2.539 -1.76
B -1.407 0.191 0.346 1.13
H -4.223 -0.513 1.153 0.18
C -0.208 1.943 -1.140 -0.77
C 3.306 -4.136 1.154 -0.63
H -4.455 1.022 0.328 0.32
C -1.454 3.777 0.206 -0.36
N -0.618 -2.161 -3.528 -0.34
N -0.292 1.186 0.181 0.44
S -1.890 2.129 -4.471 -0.20
Cl -0.510 -0.895 4.484 0.03
H -3.699 -0.284 -0.567 0.33
O 0.898 -2.746 -5.016 -0.27
H 0.084 -0.487 -1.943 0.66
H 1.033 1.355 -4.932 -0.08
H 3.459 -5.166 0.858 0.44
H -3.157 2.761 -0.756 0.04
```

Frontier orbital gap = 0.333 Ha
M = 1136.87 g mol⁻¹
F_max = 2.3 eV/Å
Total charge = +1


(3)
# C5H16N3

A 2-piece molecular cluster, C5H16N3 overall (ωB97M-V/def2-TZVPD, the OMol25 dataset).

The geometry in XYZ format:
```
24
Properties=species:S:1:pos:R:3:mulliken_charge:R:1
H 0.686 1.654 2.388 0.12
H 2.482 0.038 2.493 0.26
H -2.266 0.911 0.631 0.23
H -0.869 -2.101 -1.130 0.32
H 1.430 1.312 3.999 0.36
H 0.283 -2.932 -2.943 0.34
C 0.771 0.954 3.229 -0.67
H -1.858 -0.714 0.087 0.21
H 1.364 -1.627 -2.748 0.36
H -1.673 -1.026 -2.173 0.41
H -0.016 -1.518 -3.918 0.31
H -0.585 2.640 0.172 0.23
C -0.505 0.659 -0.374 0.71
H 0.893 0.137 -1.711 0.25
C -0.661 -1.278 -1.840 -0.48
H 1.665 -0.981 3.675 0.35
H 0.727 2.208 -0.831 0.20
C 0.306 -1.840 -2.923 -1.21
C 1.505 -0.344 2.817 -0.91
H -0.224 0.663 3.543 0.24
N 0.133 -0.240 -1.168 -0.20
H 1.084 -1.001 2.062 0.26
N -0.140 1.936 -0.396 -0.36
N -1.614 0.246 0.252 -0.33
```

ΔE to the lowest compared entry with this formula, charge and spin = 0.848 eV
Frontier orbital gap = 0.424 Ha
M = 118.20 g mol⁻¹
F_max = 2.5 eV/Å
Total charge = +1


(4)
# C20H48N4NbO6

C20H48N4NbO6 as an isolated structure (ωB97M-V/def2-TZVPD, the OMol25 dataset).

The geometry in XYZ format:
```
79
Properties=species:S:1:pos:R:3:mulliken_charge:R:1
H -5.777 2.304 3.636 0.03
C 4.250 3.737 1.067 -0.99
H -3.765 -0.567 1.538 -0.42
C 1.256 -4.873 -6.768 0.15
C -3.630 -2.444 0.437 -0.01
C 0.037 -5.437 -8.812 -0.92
H 7.790 6.022 4.718 0.31
H 5.217 3.247 0.945 0.30
C -1.559 -1.848 -3.306 0.66
C 2.046 -3.937 -8.834 -0.91
H 4.570 5.393 4.958 0.04
H -0.566 -6.003 -8.105 0.29
H -4.226 -0.478 -0.168 0.41
N 5.998 6.714 5.574 0.09
C 3.916 2.926 3.293 0.11
H -6.120 -3.304 2.594 0.41
C -5.613 -2.454 2.124 -0.16
H -6.526 0.275 4.810 -0.03
O -1.080 -1.089 0.905 -0.35
H -0.608 -4.716 -9.317 0.34
N 3.440 3.041 2.049 0.18
H -4.233 0.165 3.728 0.18
H 1.123 -2.063 -5.211 0.43
H 6.067 8.792 5.271 0.28
C -0.803 -0.545 2.122 0.70
H -2.083 -2.036 3.018 0.21
H -5.719 -2.778 -0.027 0.45
H -2.061 0.663 0.410 0.43
C 6.337 8.050 6.023 -0.93
H 1.677 2.002 2.499 0.26
H 7.520 5.516 6.396 0.32
H 0.493 -5.518 -6.299 0.26
H 4.435 4.765 1.377 0.27
C 0.175 -3.571 -3.429 -0.64
H 1.781 -3.955 -9.888 0.38
C -5.024 -2.972 0.797 -0.96
H -1.909 -0.511 -0.882 0.31
H 3.230 2.401 3.975 0.32
H -2.036 -0.455 3.830 0.16
H -7.539 1.323 2.583 0.02
O 5.009 3.345 3.652 -0.66
C -3.512 -0.925 0.533 0.72
H -3.400 -2.730 -0.599 -0.23
C 0.225 -1.539 -4.890 -1.05
H -4.786 -2.204 2.807 0.25
C 4.710 6.435 5.283 0.40
H 2.285 1.750 0.861 0.37
H 0.234 -4.268 -4.263 0.07
Nb -5.932 0.569 3.074 -0.98
O -2.092 -0.806 -3.629 -0.65
H 3.063 -4.307 -8.708 0.29
C 2.152 2.487 1.653 -0.92
H 6.579 4.783 5.080 0.25
H -4.948 -4.062 0.891 0.35
C 7.030 5.707 5.438 -0.79
H 7.408 8.097 6.208 0.38
H -7.574 -1.591 2.511 0.34
H 3.721 3.736 0.117 0.39
C -1.437 -1.207 3.309 -0.79
H 1.495 3.278 1.290 0.35
H -0.444 -1.404 -5.741 0.27
C -2.132 -0.404 0.175 -1.00
H -5.145 1.386 1.613 0.03
H 2.017 -2.909 -8.472 0.27
H 1.185 -3.415 -3.048 0.33
O -0.054 0.423 2.216 -0.59
H -0.433 -4.011 -2.641 0.32
O 3.804 7.242 5.365 -0.62
H 5.800 8.299 6.939 0.28
H -1.970 -2.509 -2.524 -0.12
H -6.897 -1.128 0.967 0.31
O 2.133 -4.320 -6.133 -0.59
N 1.104 -4.765 -8.099 0.11
N -0.421 -2.320 -3.850 0.09
H -2.887 -2.951 1.057 0.23
H 0.488 -0.548 -4.518 0.31
H 0.440 -6.126 -9.556 0.34
C -6.636 -1.299 2.019 -1.44
H -0.660 -1.571 3.984 0.37
```

ΔE to the lowest compared entry with this formula, charge and spin = 0.418 eV
Frontier orbital gap = 0.230 Ha
M = 533.53 g mol⁻¹
F_max = 1.9 eV/Å
Total charge = -1


(5)
# C32H43N2O6P

C32H43N2O6P as an isolated structure (ωB97M-V/def2-TZVPD, the OMol25 dataset).

The geometry in XYZ format:
```
84
Properties=species:S:1:pos:R:3:mulliken_charge:R:1
C 3.560 -1.825 1.363 -1.16
C 2.211 -2.320 1.813 -0.38
C -0.845 7.704 -1.798 -0.78
H 0.606 5.660 -3.306 0.16
C 1.335 4.303 -4.889 -0.99
H 0.241 -1.465 -0.449 0.20
H -2.721 6.821 -2.413 0.39
C 0.759 -0.939 -4.247 -0.80
C -2.146 -1.739 1.149 0.08
C 2.755 3.704 -5.008 -0.83
H 3.853 5.405 0.000 0.42
H 3.547 2.854 -3.152 0.22
C -1.801 6.685 -1.843 -0.60
C 1.085 -0.160 1.908 -0.75
H -2.717 3.433 3.969 0.35
O -1.634 -0.530 1.796 -0.33
H 0.965 1.154 -3.843 0.47
O -1.626 1.832 2.215 -0.48
H 2.706 2.653 -5.325 0.42
C -2.827 3.845 2.961 -1.54
H -2.149 3.408 0.956 0.14
H 4.438 4.281 -3.713 0.38
C 3.239 6.670 -1.606 -0.16
H -2.072 -1.594 0.065 0.27
N 3.017 6.098 -2.827 0.34
H -2.327 4.686 -1.155 0.43
H -1.004 8.642 -2.334 0.40
H -4.244 -1.249 1.151 0.33
H 0.854 1.850 1.360 0.81
C -0.417 5.323 -0.405 1.05
H 3.536 -1.535 0.306 0.26
C 2.095 3.311 -0.767 -0.75
C 3.441 3.823 -3.648 -1.09
H -3.855 3.689 2.609 0.34
H 3.324 4.242 -5.778 0.47
C 3.091 6.891 -4.030 -1.05
O 1.544 0.115 3.013 -0.64
H -0.239 4.399 0.155 -0.03
C -1.590 5.492 -1.142 -0.91
H 0.864 -0.762 -5.311 0.42
H 3.462 6.268 -4.848 0.34
H -3.694 -2.091 2.631 0.33
C 0.611 0.878 0.899 1.04
H -3.880 -2.973 1.110 0.41
H 0.569 3.597 -5.238 0.41
H 1.674 2.249 -2.602 -0.84
C 0.800 0.165 -3.399 -0.46
H 0.482 -3.059 -4.433 0.38
C 0.529 -2.218 -3.749 -0.64
H 1.696 5.392 1.206 0.43
C 1.827 6.114 0.391 -1.36
H 2.174 7.066 0.812 0.68
H 4.303 -2.614 1.484 0.42
O -1.849 1.050 -0.304 -0.81
C 0.324 7.531 -1.058 -0.09
H 1.260 5.198 -5.522 0.39
C 0.348 -2.384 -2.377 -1.26
N 2.542 4.457 -1.333 0.22
H 2.109 7.301 -4.319 0.25
H 3.775 7.731 -3.864 0.40
H 0.149 -3.372 -1.972 0.44
O 1.157 -1.404 1.351 -0.20
P -1.221 0.818 1.016 1.03
H -2.675 4.929 3.009 0.39
C 0.918 1.093 -1.007 0.74
H -0.836 3.736 2.135 0.14
C 0.635 0.028 -1.975 1.05
H -1.482 -2.556 1.454 0.27
O 3.605 7.820 -1.394 -0.72
C 1.501 2.264 -1.505 0.28
H 1.568 0.651 0.012 -0.34
C 1.101 4.687 -3.432 -0.68
C -1.817 3.259 1.994 0.45
H 0.495 3.948 -2.899 0.52
H 2.158 -2.394 2.903 0.32
H 3.875 -0.966 1.972 0.32
C -3.576 -2.020 1.547 -1.49
C 0.549 6.329 -0.376 -0.11
C 2.923 5.622 -0.548 0.32
H 1.076 8.324 -0.997 0.44
H 2.231 3.211 0.326 0.81
H 1.937 -3.277 1.361 0.35
C 2.511 4.736 -2.793 0.52
C 0.397 -1.291 -1.514 -0.19
```

Frontier orbital gap = 0.233 Ha
M = 582.68 g mol⁻¹
F_max = 5.2 eV/Å


(6)
# C6H8N2O

An isolated ion of composition C6H8N2O and charge +2 (ωB97M-V/def2-TZVPD, the OMol25 dataset).

The geometry in XYZ format:
```
17
Properties=species:S:1:pos:R:3:mulliken_charge:R:1
H -0.006 -0.090 1.240 0.46
H 3.707 -1.151 1.553 0.45
H -2.147 0.015 1.068 0.43
C -0.237 0.260 0.297 0.24
N 1.784 1.556 0.060 0.60
O 2.857 1.891 0.246 -0.22
C 2.909 -1.327 0.779 0.17
H -1.434 1.698 1.450 0.45
C -0.224 -1.032 -0.509 -0.32
H -1.199 -1.323 -0.909 0.46
C 0.875 -1.850 -0.481 -0.31
H 1.000 -2.693 -1.242 0.38
H 0.004 2.076 -0.869 0.48
H -2.160 1.289 -0.098 0.48
N 2.001 -1.442 0.103 0.04
C 0.615 1.441 -0.206 -0.02
C -1.596 0.873 0.688 -1.74
```

ΔE to the lowest compared entry with this formula, charge and spin = 1.787 eV
Frontier orbital gap = 0.285 Ha
M = 124.14 g mol⁻¹
F_max = 5.3 eV/Å
SMILES string = C#[N+]/C=C\[C@H](C)C=[N+]=O
Total charge = +2